1.
A 3-piece molecular cluster, C6H16N2 overall at a distorted geometry, computed with the ωB97M-V functional and the def2-TZVPD basis.

Geometry as ORCA input:
```
! RIJCOSX wB97M-V def2-TZVPD def2/J DEFGRID3
* xyz 0 1
C -1.0809 -1.9450 -1.7352
N -1.4152 -0.7387 -1.7920
C -1.2139 1.3708 0.3267
C -0.0499 0.9402 1.1797
C -2.5659 1.4022 1.0659
C 1.4020 -0.4798 -1.2946
N 2.3152 0.1785 -0.4305
C 2.6952 -0.7203 0.6532
H -1.7862 -2.6876 -2.1208
H -0.1207 -2.2578 -1.2886
H -1.2247 0.5867 -0.4550
H -0.9671 2.2674 -0.2493
H -0.1444 1.3435 2.2026
H 0.8579 1.4414 0.7978
H 0.1846 -0.1242 1.1689
H -2.5498 0.6605 1.8607
H -3.3824 1.2752 0.3500
H -2.7563 2.3360 1.6078
H 1.3622 -1.5686 -1.1794
H 1.7098 -0.1553 -2.2870
H 0.3281 -0.1431 -1.1955
H 2.7114 -1.7744 0.2939
H 3.6891 -0.4722 1.0336
H 2.0018 -0.7355 1.4871
*
```

Computed properties:
Highest occupied orbital energy, eV: -7.569
Orbital gap, eV: 5.118

---

2.
The molecule C7H14N2O at a distorted geometry, computed with the ωB97M-V functional and the def2-TZVPD basis.

Geometry as ORCA input:
```
! RIJCOSX wB97M-V def2-TZVPD def2/J DEFGRID3
* xyz 0 1
C 1.5420 -1.2360 1.5996
C 1.1429 -0.3331 0.4686
C 1.6312 -0.7581 -0.8921
C 0.5784 0.9211 0.7255
O 1.0181 1.8099 1.6913
C -0.5770 1.1679 -0.0156
N -0.9194 2.4092 -0.5580
C -1.1792 -0.0624 -0.3844
C -1.7763 -0.2342 -1.7542
N -1.6088 -1.0598 0.5190
H 2.6040 -1.4983 1.5931
H 1.2914 -0.8099 2.5748
H 0.9661 -2.1686 1.4996
H 1.2248 -1.7335 -1.1787
H 1.3690 -0.0329 -1.6653
H 2.7252 -0.8575 -0.8883
H 1.9783 1.7056 1.7574
H -0.3430 3.1550 -0.1839
H -1.9059 2.6238 -0.4733
H -1.4531 -1.1974 -2.1650
H -2.8723 -0.2325 -1.7278
H -1.4539 0.5533 -2.4351
H -2.5896 -1.2994 0.4095
H -1.3931 -0.8324 1.4836
*
```

Computed properties:
SMILES: CC(C)=C(O)/C(N)=C(/C)N
Highest occupied orbital energy, eV: -6.746
Orbital gap, eV: 7.521

---

3.
The molecule C5H10N4 at a distorted geometry, computed with the ωB97M-V functional and the def2-TZVPD basis.

Geometry as ORCA input:
```
! RIJCOSX wB97M-V def2-TZVPD def2/J DEFGRID3
* xyz 0 1
H 2.1264 -0.9352 -2.2820
N 1.5744 -1.2708 -1.4798
C 0.3312 -0.8967 -1.6200
N -0.7021 -1.1808 -0.7756
N -1.6941 -0.2059 -0.8136
C -1.6198 0.9185 0.0013
N -0.6792 1.3622 0.7549
C 0.4311 0.6521 1.2478
C 0.2198 -0.4187 2.0290
C 1.8208 1.1307 0.8340
H 0.0426 -0.0959 -2.3165
H -0.4405 -1.3784 0.2000
H -2.6340 -0.5108 -0.9988
H -2.4399 1.5596 -0.2538
H 1.0350 -0.9491 2.4907
H -0.7809 -0.6788 2.3339
H 2.5726 0.4512 1.2629
H 1.9376 1.1363 -0.3169
H 1.9895 2.1518 1.1270
*
```

Computed properties:
SMILES: [H]/N=C/NN/C=N\C(=C)C
Highest occupied orbital energy, eV: -8.552
Orbital gap, eV: 9.384

---

4.
A 6-piece molecular cluster, CH12O6 overall, computed with the ωB97M-V functional and the def2-TZVPD basis.

Geometry as ORCA input:
```
! RIJCOSX wB97M-V def2-TZVPD def2/J DEFGRID3
* xyz 0 1
C -1.5658 1.9643 -1.8990
O -2.5872 1.5419 -1.4316
H -1.5229 2.8531 -2.5415
H -0.6112 1.4496 -1.7086
O 0.6957 -3.1783 0.3556
H 1.2954 -2.4302 0.2169
H 1.2610 -3.9471 0.4962
O -0.5088 1.0714 2.0741
H -0.6432 1.3255 2.9912
H -1.1953 0.4035 1.9336
O 1.0453 1.7349 -0.1988
H 1.8640 1.7543 0.3100
H 0.4612 1.2334 0.3954
O -2.0778 -0.9222 0.5010
H -1.8021 -1.8243 0.2934
H -2.0046 -0.3973 -0.3089
O 2.8198 -1.2071 -0.3623
H 2.6637 -0.3799 0.1043
H 2.4129 -1.0456 -1.2209
*
```

Computed properties:
SMILES: C=O.O.O.O.O.O
Highest occupied orbital energy, eV: -10.285
Orbital gap, eV: 10.644

---

5.
A 3-piece molecular cluster, C12H28Cl2NO3S overall at a distorted geometry, computed with the ωB97M-V functional and the def2-TZVPD basis.

Geometry as ORCA input:
```
! RIJCOSX wB97M-V def2-TZVPD def2/J DEFGRID3
* xyz 1 1
C -3.2962 -1.9560 -2.7264
C -1.7148 -1.7174 -2.9635
O -1.4139 -0.6519 -3.5483
N -0.7428 -2.7511 -2.5407
C 0.4143 -2.8911 -3.4763
S -0.1885 -2.4757 -0.9027
Cl -1.8176 -3.0793 0.2657
C 0.2207 -0.6977 -0.6149
C -0.9744 0.2369 -0.1174
C -1.3850 1.4205 -1.1250
Cl -0.3606 1.0845 1.4260
H -3.5711 -2.0475 -1.6290
H -3.5769 -2.8804 -3.3497
H -3.8713 -1.0613 -3.1597
H 0.0995 -3.6317 -4.2967
H 0.7198 -1.9352 -4.0103
H 1.3676 -3.2967 -2.9742
H 1.0414 -0.6873 0.1972
H 0.7179 -0.2199 -1.5407
H -1.9293 -0.2944 0.1849
H -2.3601 1.1181 -1.6582
H -1.4766 2.4442 -0.6295
H -0.5630 1.4700 -1.9262
C 2.3486 -3.3283 3.7416
C 2.1630 -3.6145 2.2602
C 3.1398 -4.6734 1.7739
O 2.3581 -2.4095 1.5152
H 3.3554 -2.9492 3.9424
H 1.6482 -2.5579 4.0745
H 2.1890 -4.2281 4.3402
H 1.1373 -3.9482 2.0760
H 4.1739 -4.3407 1.9070
H 3.0029 -4.8609 0.7053
H 3.0039 -5.6132 2.3139
H 3.2622 -2.1058 1.6713
C 0.1085 5.2858 1.8996
C -0.4327 5.4145 0.4844
C -0.9398 6.8215 0.2115
O -1.4973 4.4810 0.2963
H -0.6742 5.4911 2.6369
H 0.4588 4.2669 2.0854
H 0.9373 5.9771 2.0696
H 0.3521 5.1611 -0.2335
H -1.7586 7.0798 0.8906
H -1.3359 6.8965 -0.8045
H -0.1423 7.5586 0.3311
H -2.1972 4.6962 0.9267
*
```

Computed properties:
Highest occupied orbital energy, eV: -12.273
Orbital gap, eV: 6.736

---

6.
C37H59N5O2SSi3TeTi as an isolated structure at a distorted geometry, computed with the ωB97M-V functional and the def2-TZVPD basis.

Geometry as ORCA input:
```
! RIJCOSX wB97M-V def2-TZVPD def2/J DEFGRID3
* xyz -1 2
Ti -0.0176 0.3325 -0.0695
N -1.3835 -1.0476 4.0593
C -0.8102 -0.7765 2.8271
S -0.7904 0.8662 2.2918
N -0.2732 -1.7610 2.1936
N 0.2926 -1.3982 0.9747
C 1.0259 -2.3722 0.4587
C 1.4949 -2.1481 -0.8371
C 2.2277 -3.0745 -1.6066
C 2.5525 -2.7810 -2.8967
C 2.1389 -1.5369 -3.4237
C 1.4449 -0.6722 -2.6239
N 1.1061 -0.9227 -1.3375
H -2.1513 -0.4316 4.2758
H -1.6116 -2.0256 4.1663
H 1.1505 -3.2868 1.0234
H 2.5105 -4.0114 -1.1435
H 3.1107 -3.4815 -3.5041
H 2.3644 -1.2526 -4.4423
H 1.1473 0.2842 -3.0162
C -0.9283 1.6639 -2.9202
O -0.1362 1.7349 -1.7399
Si 1.2106 2.7592 -1.4196
C 0.5375 4.5068 -1.5951
C 2.4105 2.6683 -2.8681
C 1.6324 2.0797 0.2001
Si 3.2888 1.2915 0.5075
C 4.6888 2.5248 0.8703
C 4.0842 0.2840 -0.8814
C 3.2496 0.1252 1.9965
Si 1.3800 3.3825 1.5186
C 1.9837 2.8961 3.2421
C -0.3993 3.9935 1.7572
C 2.3440 4.9874 1.1408
H -0.7238 2.5231 -3.5635
H -1.9793 1.6421 -2.6480
H -0.7140 0.7453 -3.4678
H 0.0313 4.5923 -2.5621
H 1.3563 5.2288 -1.5961
H -0.1697 4.7900 -0.8181
H 1.9487 3.0783 -3.7714
H 2.7867 1.6723 -3.0910
H 3.2722 3.3002 -2.6310
H 4.8914 3.1614 0.0036
H 5.5982 1.9491 1.0712
H 4.5132 3.1714 1.7299
H 4.1631 0.8058 -1.8343
H 3.6072 -0.6814 -1.0467
H 5.1059 0.0796 -0.5436
H 3.7042 0.5893 2.8741
H 3.8138 -0.7842 1.7698
H 2.2339 -0.1696 2.2642
H 1.6524 1.8999 3.5289
H 1.5389 3.6123 3.9411
H 3.0672 2.9579 3.3571
H -0.8269 3.5809 2.6724
H -1.0760 3.7275 0.9449
H -0.3969 5.0842 1.8487
H 3.2384 4.8311 0.5376
H 2.6588 5.4377 2.0880
H 1.7150 5.7179 0.6295
C -1.9339 -2.3426 -1.4706
C -2.4956 -1.2458 -0.5592
O -3.4528 -1.5474 0.1624
N -1.8967 -0.0503 -0.6938
Te -3.3983 1.8060 0.3706
C -4.9580 2.3539 1.7830
C -5.3888 1.4150 2.7268
C -4.8438 0.0106 2.8229
C -6.4000 1.7697 3.6228
C -6.9903 3.0201 3.6126
C -8.0626 3.3867 4.6049
C -6.5409 3.9465 2.6787
C -5.5317 3.6383 1.7754
C -5.0824 4.7042 0.8116
C -4.6208 2.1813 -1.3377
C -5.7278 1.3602 -1.6033
C -6.1176 0.2256 -0.6976
C -6.5036 1.6124 -2.7326
C -6.2136 2.6463 -3.6079
C -7.0501 2.8899 -4.8369
C -5.1221 3.4549 -3.3259
C -4.3257 3.2502 -2.2025
C -3.2266 4.2533 -1.9461
H -2.7752 -2.8688 -1.9222
H -1.3846 -3.0540 -0.8517
H -1.2689 -1.9537 -2.2402
H -3.9088 -0.1264 2.2867
H -5.5465 -0.7038 2.3866
H -4.7084 -0.2630 3.8724
H -6.7295 1.0317 4.3490
H -8.4853 2.4978 5.0735
H -8.8723 3.9378 4.1240
H -7.6588 4.0217 5.3972
H -6.9807 4.9396 2.6603
H -5.4664 5.6804 1.1111
H -5.4356 4.4939 -0.2004
H -3.9925 4.7493 0.7736
H -5.2481 -0.3622 -0.3949
H -6.8353 -0.4305 -1.1926
H -6.5835 0.6126 0.2121
H -7.3556 0.9704 -2.9338
H -7.9207 2.2346 -4.8556
H -6.4715 2.7072 -5.7451
H -7.4005 3.9231 -4.8751
H -4.8846 4.2790 -3.9929
H -2.8494 4.6541 -2.8884
H -2.3940 3.8369 -1.3878
H -3.6147 5.0921 -1.3615
*
```

Computed properties:
Highest occupied orbital energy (alpha / beta), eV: -3.551 / -4.063
Orbital gap (alpha / beta), eV: 5.907 / 5.964
<S²>: 1.209

---

7.
A 3-piece molecular cluster, C3H12NO3 overall at a distorted geometry, computed with the ωB97M-V functional and the def2-TZVPD basis.

Geometry as ORCA input:
```
! RIJCOSX wB97M-V def2-TZVPD def2/J DEFGRID3
* xyz -1 1
C -0.4070 -1.4438 -1.3501
C -0.1050 0.0529 -1.6045
C -0.7669 1.0022 -0.5707
O -0.0742 1.1192 0.6129
N 0.3116 -2.0525 -0.2132
H -0.0576 -1.9821 -2.2359
H -1.4812 -1.6231 -1.2509
H 0.9806 0.1513 -1.5317
H -0.4922 0.2738 -2.6001
H -1.7959 0.6468 -0.4111
H -0.6930 1.9703 -1.0885
H -0.1693 -1.8116 0.6492
H 1.2042 -1.5985 -0.0738
H 1.6718 1.5691 1.4118
H 0.9060 2.7350 1.7345
O 1.8083 2.4035 1.8925
H -0.4373 0.0285 1.5731
H 0.2140 -0.7196 2.7725
O -0.6171 -0.7214 2.2841
*
```

Computed properties:
Highest occupied orbital energy, eV: -3.872
Orbital gap, eV: 8.048

---

8.
The molecule CH4BNO2 at a distorted geometry, computed with the ωB97M-V functional and the def2-TZVPD basis.

Geometry as ORCA input:
```
! RIJCOSX wB97M-V def2-TZVPD def2/J DEFGRID3
* xyz 0 1
B 1.8826 0.5248 -0.0735
O 0.6259 -0.0955 0.1097
N -0.9134 0.3244 -0.0104
C -1.9200 -0.5276 -0.0911
O -0.9641 1.5452 -0.0170
H 2.5874 -0.4054 -0.0809
H 2.2356 1.5134 0.2864
H -1.7893 -1.6762 -0.0993
H -2.9120 -0.0172 0.0638
*
```

Computed properties:
SMILES: BO[N+](=C)[O-]
Highest occupied orbital energy, eV: -9.699
Orbital gap, eV: 9.739

---

E for every record listed, in sequence, given in Ha: -347.45753 -459.78562 -415.46110 -496.71232 -2072.71101 -4253.95438 -402.00018 -270.41364.